1) Below is an isolated molecule of C4H12N2O, with properties calculated with wB97M-V/def2-TZVPD.

Frontier orbital gap, eV: 9.702

```
! wB97M-V def2-TZVPD RIJCOSX def2/J DEFGRID3
* xyz 0 1
N -1.367 2.150 -0.667
C -1.084 0.948 0.139
C 0.332 0.422 -0.146
N 1.253 1.516 0.099
C 0.664 -0.738 0.765
C 0.108 -2.059 0.281
O 0.836 -2.484 -0.882
H -1.646 1.892 -1.607
H -2.149 2.654 -0.266
H -1.803 0.158 -0.095
H -1.132 1.221 1.186
H 0.343 0.090 -1.192
H 2.209 1.306 -0.143
H 0.901 2.361 -0.336
H 1.759 -0.816 0.772
H 0.370 -0.501 1.783
H 0.179 -2.796 1.087
H -0.923 -1.939 -0.021
H 1.150 -3.385 -0.758
*
```

These are the Mulliken partial charges, in e, on atoms 1 to 6: N -0.586; C -0.670; C 0.282; N -0.714; C -0.748; C -0.399

2) Below is an isolated molecule of C4H12N2O, with properties calculated with wB97M-V/def2-TZVPD.

Frontier orbital gap, eV: 7.455

```
! wB97M-V def2-TZVPD RIJCOSX def2/J DEFGRID3
* xyz 0 1
C 0.144 0.555 -0.768
C -0.049 -0.449 1.544
C 0.249 1.987 -0.257
C -1.277 0.181 -1.181
N 0.641 -0.423 0.225
N 0.769 -1.723 -0.495
O 1.209 -2.706 0.443
H 0.479 -3.337 0.515
H 1.703 -0.427 0.311
H 0.795 0.429 -1.638
H -1.098 -0.693 1.386
H 0.422 -1.223 2.147
H 0.044 0.506 2.057
H -1.296 -0.890 -1.374
H 1.254 2.204 0.102
H -0.464 2.180 0.543
H 0.023 2.672 -1.071
H -1.549 0.722 -2.084
H -1.999 0.436 -0.408
*
```

These are the Mulliken partial charges, in e, on atoms 1 to 6: C 0.413; C -0.903; C -1.496; C -1.515; N 0.252; N -0.741

3) Below is an isolated molecule of C4H12N2O, with properties calculated with wB97M-V/def2-TZVPD.

Frontier orbital gap, eV: 9.690

```
! wB97M-V def2-TZVPD RIJCOSX def2/J DEFGRID3
* xyz 0 1
N -0.507 2.336 -0.902
C 0.038 1.938 0.371
C -0.379 0.515 0.788
C 0.138 -0.515 -0.195
N 1.620 -0.559 -0.112
C -0.481 -1.875 0.104
O -0.005 -2.821 -0.874
H -0.947 3.236 -0.869
H -0.007 2.150 -1.751
H 1.125 1.989 0.448
H -0.420 2.635 1.077
H -0.084 0.437 1.812
H -1.472 0.478 0.735
H -0.036 -0.247 -1.238
H 1.910 -1.400 -0.615
H 1.843 -0.843 0.845
H -1.561 -1.824 0.167
H -0.078 -2.141 1.092
H -0.698 -3.488 -0.885
*
```

These are the Mulliken partial charges, in e, on atoms 1 to 6: N -0.475; C -0.555; C -0.686; C 0.070; N -0.726; C -0.732

Stability ranking, top and bottom: 1) is the most stable and 2) is the least stable.

1) Below is an isolated molecule of C4H12N2O, with properties calculated with wB97M-V/def2-TZVPD.

Frontier orbital gap, eV: 10.131

```
! wB97M-V def2-TZVPD RIJCOSX def2/J DEFGRID3
* xyz 0 1
N 1.597 -0.530 1.598
C 0.425 0.412 1.862
C -0.649 0.365 0.766
C -0.246 -0.153 -0.657
N 0.945 0.608 -1.074
C -1.380 0.115 -1.631
O -1.472 -1.023 -2.561
H 1.269 -1.465 1.803
H 2.256 -0.259 2.309
H 0.942 1.362 2.014
H 0.004 0.118 2.823
H -1.162 1.329 0.710
H -1.441 -0.323 1.091
H -0.010 -1.196 -0.436
H 1.664 0.361 -0.402
H 1.311 0.360 -1.989
H -2.426 0.192 -1.361
H -1.059 1.032 -2.145
H -0.566 -1.305 -2.719
*
```

These are the Mulliken partial charges, in e, on atoms 1 to 6: N -0.612; C -0.598; C -1.130; C 0.503; N -0.756; C -0.589

2) Below is an isolated molecule of C4H12N2O, with properties calculated with wB97M-V/def2-TZVPD.

Frontier orbital gap, eV: 9.690

```
! wB97M-V def2-TZVPD RIJCOSX def2/J DEFGRID3
* xyz 0 1
C -1.746 -0.802 0.939
C -1.440 0.622 0.527
C -0.001 1.041 -0.183
O 0.900 1.545 0.779
C 0.557 -0.180 -0.874
N 1.774 0.262 -1.751
N 1.219 -1.104 -0.003
H -1.821 -1.490 0.094
H -2.727 -0.846 1.427
H -1.034 -1.167 1.685
H -1.524 1.265 1.411
H -2.256 0.968 -0.121
H -0.231 1.841 -0.892
H 1.514 0.801 0.956
H -0.149 -0.655 -1.556
H 2.630 -0.155 -1.389
H 1.944 1.261 -1.638
H 1.178 -1.171 1.008
H 1.215 -2.035 -0.417
*
```

These are the Mulliken partial charges, in e, on atoms 1 to 6: C -1.094; C -0.619; C -0.159; O -0.546; C 0.048; N -0.739

Stability ranking, top and bottom: 1) is the most stable and 2) is the least stable.